Record 1
Molecular formula: C3H6N2O3
Method: DFT, ωB97M-V/def2-TZVPD

Structure (XYZ):
```
14
C3H6N2O3, DFT ωB97M-V/def2-TZVPD
O 2.12474 1.22628 -0.40238
O -0.33179 1.25024 0.22596
O 2.93941 -0.82258 0.13606
N -0.45562 0.06616 -0.52357
N -2.78184 -0.06358 0.20791
C 0.54933 -0.75152 0.12404
C -1.71369 -0.52520 -0.48435
C 2.00475 -0.04571 0.03109
H -2.52571 1.04536 0.27594
H -1.64203 -1.53883 -0.89578
H -0.44713 1.19329 1.17509
H 1.21888 1.61405 -0.62894
H 0.44891 -0.95359 1.19352
H 0.61178 -1.69437 -0.43459
```

SMILES = [H]/N=C\N(O)CC(=O)O
Charge = 0
Energy relative to the best compared isomer or geometry (same formula, charge and spin) = 102.87 kcal per mole
HOMO level = -10.20 eV
Gap between HOMO and LUMO = 10.53 eV
Multiplicity = 1

Record 2
Molecular formula: C3H6N2O4
Method: DFT, ωB97M-V/def2-TZVPD

Structure (XYZ):
```
15
C3H6N2O4, DFT ωB97M-V/def2-TZVPD
O -2.60388 -0.35047 1.44895
O -2.11903 -2.01943 0.07416
O -2.51965 2.00104 0.09201
O 0.93040 -0.07853 1.11490
N -2.05411 1.18413 -0.66300
N -2.09382 -0.93704 0.52397
C -0.38741 -0.44516 -1.59609
C -0.89596 0.46634 -0.45968
C -0.03643 0.91216 0.65341
H 0.33129 -1.09440 -1.15454
H 0.34528 -0.84537 1.18042
H 0.13250 0.33926 -2.26050
H 0.52835 1.86614 0.49033
H -0.79111 1.02276 1.46343
H -1.22381 -0.93464 -2.15871
```

Charge = 0
Energy relative to the best compared isomer or geometry (same formula, charge and spin) = 208.26 kcal per mole
HOMO level (spin up / spin down) = -9.05 / -9.25 eV
Gap between HOMO and LUMO (spin up / spin down) = 7.41 / 7.58 eV
Multiplicity = 1

Record 3
Molecular formula: C3H6N2OS
Method: DFT, ωB97M-V/def2-TZVPD

Structure (XYZ):
```
13
C3H6N2OS, DFT ωB97M-V/def2-TZVPD
S 0.19587 -1.15703 -2.05167
O 0.15125 -0.86389 1.86576
N -0.47698 0.80843 -0.32961
N -0.79685 1.88546 1.78566
C 1.22243 -0.70427 0.65367
C 0.37583 -0.32660 -0.45335
C -0.91079 1.85803 0.44102
H -1.31925 2.65628 -0.08032
H 1.69149 -1.73665 0.40737
H -0.53626 -1.42438 1.56584
H 1.80328 0.15454 1.05517
H -0.14542 1.05407 2.14531
H -1.04576 0.89948 -1.23308
```

SMILES = [H]/N=C\NC(=S)CO
Charge = 0
Energy relative to the best compared isomer or geometry (same formula, charge and spin) = 92.32 kcal per mole
HOMO level = -9.02 eV
Gap between HOMO and LUMO = 7.87 eV
Multiplicity = 1